No. 1
DFT (ωB97M-V with the def2-TZVPD basis set) results for C31H44NOP2ReS as an isolated structure at a distorted geometry.

Calculated values
expectation value of S² = 1.15
spin multiplicity = 2
relative energy (zero: lowest compared OMol25 entry of this formula, charge and spin) = 25.8 kcal per mole
net charge = +3
HOMO level (spin up / spin down) = -16.7 / -17.0 eV

Cartesian coordinates (Å):
Re (-0.0845, -0.5040, 0.4279)
H (3.5898, -2.1035, 2.7724)
C (2.4158, 1.4797, -0.1392)
C (-1.1386, 4.4803, 2.3563)
H (-1.4235, 0.6006, 4.2320)
H (1.9507, -1.6100, 3.2310)
C (3.2085, -2.7251, -0.0755)
C (1.5678, -6.5360, -1.8802)
H (2.6299, 2.1250, 2.5048)
H (2.7432, -0.1121, -2.3259)
H (-3.9707, -0.2406, -1.9715)
H (-2.6358, -4.5804, -1.6206)
H (-0.8006, 5.4633, 2.6539)
C (-4.8111, 0.8570, 0.4115)
H (3.9627, -3.2452, -0.6654)
C (-3.1613, 0.0478, -1.3001)
H (4.5093, 1.6084, -0.6366)
H (4.1659, 0.1921, 2.0875)
S (-0.6961, -3.3481, -1.3027)
H (2.2485, -3.2043, -0.2783)
C (0.8679, -5.3506, -2.0664)
P (2.3247, -0.1194, 0.6668)
H (3.3400, -1.0650, 4.1585)
H (-3.0749, 4.7015, 3.2559)
C (-3.6278, -0.0827, 0.1519)
C (-0.7135, 2.3885, 1.2452)
C (0.3060, -5.3332, 0.3168)
H (-0.3711, -0.5291, 3.3696)
H (0.7107, 4.0090, 1.4003)
H (-2.3671, -4.2692, 0.1204)
H (2.0035, 4.6912, -2.2246)
C (-2.3547, -3.8341, -0.8764)
C (-2.4111, 4.0494, 2.7057)
H (-0.1827, -4.8629, 1.1598)
H (-3.0024, -2.9669, -0.9667)
H (-3.9405, -1.1153, 0.3572)
H (-3.9277, -1.1740, 4.4340)
H (-2.2945, -0.5770, -1.5377)
H (1.4455, 1.0327, 3.2483)
H (-2.8982, 1.0808, -1.5319)
O (-0.3570, -2.3458, -0.0931)
H (-1.3829, -1.1018, 4.6920)
P (-2.2508, 0.1949, 1.3337)
C (-2.8222, 2.7619, 2.3763)
C (1.0038, 3.2600, -0.9957)
H (3.0917, -1.8214, -2.5702)
H (-3.7995, 2.4231, 2.6866)
H (4.2082, -0.8680, -0.4874)
H (2.1985, -8.0187, -0.4772)
C (2.9898, -1.2818, 3.1506)
C (2.5077, 1.1894, 3.0491)
H (3.4472, -2.8831, 0.9719)
H (4.2391, 3.6898, -1.9223)
C (-0.2841, 3.6632, 1.6305)
C (3.5305, 2.0597, -0.7263)
H (0.0310, 3.7140, -1.1152)
C (-1.9703, 1.9238, 1.6693)
H (-5.6269, 0.5695, -0.2521)
C (1.6480, -7.0987, -0.6165)
C (-2.5070, -0.7303, 2.8912)
H (-4.5454, 1.8876, 0.1803)
C (2.1170, 3.8044, -1.6179)
H (1.1071, -6.9530, 1.4584)
C (3.1823, -1.2588, -0.4988)
C (2.6046, -1.1067, -1.9071)
C (-3.8710, -0.5347, 3.5531)
C (3.1106, -0.0114, 2.3108)
H (1.5322, -1.3382, -1.9306)
N (0.1096, 1.4927, 0.5074)
H (-5.1878, 0.8065, 1.4306)
H (-2.4198, -1.7791, 2.5737)
H (2.0531, -7.0108, -2.7204)
H (3.0058, 1.2989, 4.0113)
H (0.8127, -4.8917, -3.0446)
H (-4.6993, -0.8060, 2.9005)
C (3.3773, 3.2303, -1.4591)
C (-1.3536, -0.4168, 3.8455)
C (1.0294, -6.4987, 0.4811)
C (1.1680, 2.1058, -0.2316)
H (-4.0078, 0.4911, 3.8933)
C (0.2420, -4.7772, -0.9621)

Just the Löwdin charges please, in e? Sure, here they are: Re 1.21; H 0.07; C -0.31; C 0.00; H 0.09; H 0.07; C -0.07; C -0.02; H 0.08; H 0.08; H 0.10; H 0.10; H 0.13; C -0.08; H 0.11; C -0.11; H 0.13; H 0.14; S 1.09; H 0.05; C -0.06; P 1.02; H 0.10; H 0.13; C -0.51; C -0.27; C -0.07; H 0.03; H 0.13; H 0.08; H 0.13; C -0.18; C -0.01; H 0.12; H 0.05; H 0.11; H 0.10; H 0.03; H 0.06; H 0.09; O -0.71; H 0.10; P 1.02; C -0.04; C 0.00; H 0.10; H 0.11; H 0.13; H 0.13; C -0.08; C -0.09; H 0.06; H 0.13; C 0.01; C -0.04; H 0.14; C -0.29; H 0.11; C -0.01; C -0.52; H 0.09; C 0.00; H 0.13; C -0.50; C -0.09; C -0.07; C -0.50; H 0.05; N -0.14; H 0.07; H 0.11; H 0.13; H 0.10; H 0.12; H 0.08; C 0.00; C -0.10; C -0.02; C -0.30; H 0.08; C -0.46

No. 2
DFT (ωB97M-V with the def2-TZVPD basis set) results for an isolated ion of composition CHN4 and charge -1 at a distorted geometry.

Calculated values
relative energy (zero: lowest compared OMol25 entry of this formula, charge and spin) = 34.1 kcal per mole
net charge = -1
HOMO level = -4.4 eV

Cartesian coordinates (Å):
N (1.0890, 0.0282, -0.8727)
C (-0.7118, 0.0712, 0.1717)
H (-1.6699, 0.3852, 0.3771)
N (-0.2139, 0.3984, -0.9879)
N (0.1206, -0.3999, 1.0849)
N (1.3860, -0.4831, 0.2269)

Just the natural (NBO) charges please, in e? Sure, here they are: N -0.15; C 0.07; H 0.15; N -0.45; N -0.46; N -0.17

No. 3
DFT (ωB97M-V with the def2-TZVPD basis set) results for C42H46AsFIrO as an isolated structure at a distorted geometry.

Calculated values
expectation value of S² = 0.77
spin multiplicity = 2
relative energy (zero: lowest compared OMol25 entry of this formula, charge and spin) = 17.1 kcal per mole
net charge = +2
HOMO level (spin up / spin down) = -13.7 / -13.7 eV

Cartesian coordinates (Å):
H (-0.3730, 2.1888, -5.9855)
H (2.7214, 0.3881, 4.8899)
H (4.3591, 3.6906, -0.2512)
H (2.0219, -2.6099, 2.9207)
C (-5.4336, -0.2584, -0.9103)
H (1.9537, 3.0538, 2.7433)
C (2.2983, 4.2471, -0.7360)
C (-0.5510, -0.6215, -4.1105)
C (-3.8011, -2.5075, -0.7234)
C (3.6646, 4.5090, -0.0665)
C (-0.4831, -4.9772, -2.6019)
C (3.6526, -2.3439, -0.1095)
C (0.5441, -1.0656, 3.2780)
C (-1.2534, 1.3153, -2.8381)
C (1.2738, 0.1738, 3.3470)
H (0.7505, -6.4460, -1.6495)
C (1.2926, 2.7036, 3.5345)
C (-0.6551, -2.8751, -1.4610)
H (-1.1946, 3.1857, -3.8791)
H (0.5600, -3.1772, 3.7215)
C (2.4876, 4.0666, -2.2503)
H (0.4105, -2.7075, 0.3965)
H (1.5426, 3.8208, -2.7352)
H (-0.8331, 3.4808, 2.2527)
H (-0.3432, -1.6819, -4.1761)
C (1.3362, 5.4059, -0.4413)
H (4.3594, -3.0181, 0.3548)
C (-0.9959, -3.6901, -2.5380)
F (4.3143, -3.1105, -2.2232)
H (1.7297, -2.2212, 4.6085)
H (3.5581, 4.6500, 1.0093)
H (1.7475, 6.3274, -0.8535)
C (2.7168, -1.3975, -2.1198)
H (2.9620, -1.5231, 1.7210)
C (-5.9696, -1.4872, -0.5404)
C (2.8489, -1.5004, 0.6463)
H (-0.9076, -3.1276, 2.3796)
H (-2.2014, -2.5798, 3.4422)
H (-1.6681, -3.3423, -3.3143)
H (-1.5856, 1.7583, -1.9065)
C (-1.5274, 2.7295, 2.6196)
C (0.6614, -4.6329, -0.5091)
H (1.3146, 0.1718, -1.8346)
H (1.2012, 5.5412, 0.6322)
O (-0.9175, -0.2111, -0.0145)
C (1.9187, -0.5741, -1.3430)
C (-1.5606, -2.2927, 2.6045)
C (0.1573, -3.3440, -0.4387)
H (-0.7375, -5.6158, -3.4366)
C (-4.0813, -0.1486, -1.1881)
H (0.0542, -0.2380, -6.1275)
As (-1.3911, -1.1220, -1.3945)
C (-0.8256, 1.4256, 2.8810)
H (-6.0732, 0.6098, -0.9936)
H (4.0855, 5.4212, -0.4901)
H (0.5775, 3.4911, 3.7515)
C (-5.1581, -2.6086, -0.4488)
C (0.3490, -5.4434, -1.5932)
H (-3.1704, -3.3859, -0.6543)
H (-2.3013, 2.6031, 1.8655)
H (-5.5802, -3.5648, -0.1715)
C (-1.0267, -0.0557, -2.9336)
C (3.5550, -2.2953, -1.4862)
H (2.7105, -1.3393, -3.2001)
C (1.3153, 1.9798, 0.3225)
C (-2.9622, 0.2023, 2.4967)
H (-3.4520, -0.6824, 2.8936)
H (-7.0276, -1.5705, -0.3318)
H (-2.0033, 3.1169, 3.5237)
C (-0.7983, -1.0365, 2.9111)
H (3.2658, 0.9957, 3.3273)
H (0.3611, 5.2335, -0.8982)
C (1.2454, -2.3412, 3.6385)
C (1.9299, -0.6469, 0.0459)
H (1.8895, 2.5547, 4.4330)
H (-3.4566, 1.0790, 2.9064)
C (1.7685, 3.0146, -0.1657)
C (0.5876, 1.4193, 3.1770)
H (3.2048, 3.2742, -2.4613)
H (-3.1094, 0.2043, 1.4095)
Ir (0.6007, 0.4474, 1.1163)
C (-1.0157, 2.1205, -3.9412)
C (-0.3155, 0.1943, -5.2076)
H (3.2166, -0.7377, 3.6438)
H (1.3033, -5.0044, 0.2788)
H (-2.2073, -2.1365, 1.7397)
C (2.7023, 0.2025, 3.8117)
C (-3.2685, -1.2758, -1.0905)
H (2.8622, 4.9957, -2.6805)
H (-3.6739, 0.8076, -1.4923)
C (-1.5016, 0.2134, 2.7971)
C (-0.5522, 1.5590, -5.1246)

Just the Löwdin charges please, in e? Sure, here they are: H 0.12; H 0.12; H 0.09; H 0.08; C -0.05; H 0.08; C -0.61; C -0.08; C -0.09; C -0.02; C -0.04; C 0.02; C -0.19; C -0.11; C -0.26; H 0.12; C -0.01; C -0.32; H 0.12; H 0.09; C -0.03; H 0.08; H 0.08; H 0.08; H 0.10; C -0.03; H 0.13; C -0.10; F 0.09; H 0.11; H 0.09; H 0.10; C 0.02; H 0.06; C -0.04; C -0.10; H 0.07; H 0.12; H 0.12; H 0.10; C -0.01; C -0.05; H 0.08; H 0.09; O -0.56; C -0.13; C -0.01; C -0.10; H 0.12; C -0.09; H 0.12; As 1.32; C -0.23; H 0.12; H 0.10; H 0.09; C -0.05; C -0.04; H 0.11; H 0.09; H 0.12; C -0.32; C -0.27; H 0.13; C -0.14; C 0.00; H 0.10; H 0.12; H 0.12; C -0.18; H 0.10; H 0.09; C 0.00; C -0.30; H 0.10; H 0.10; C 0.00; C -0.28; H 0.09; H 0.09; Ir 1.46; C -0.06; C -0.05; H 0.08; H 0.12; H 0.07; C -0.02; C -0.31; H 0.10; H 0.10; C -0.18; C -0.04

No. 4
DFT (ωB97M-V with the def2-TZVPD basis set) results for C30H85FeN5O14P as an isolated structure at a distorted geometry.

Calculated values
expectation value of S² = 8.76
spin multiplicity = 6
relative energy (zero: lowest compared OMol25 entry of this formula, charge and spin) = 130.1 kcal per mole
HOMO level (spin up / spin down) = -8.0 / -8.0 eV

Cartesian coordinates (Å):
H (-1.3156, -4.8419, -2.7531)
O (-3.8504, 0.2553, -1.2663)
H (0.3971, -3.3310, 1.2238)
H (-4.6918, -4.5334, -0.4964)
H (-2.6755, -2.0145, 3.3341)
H (-3.0812, -0.0239, -0.7643)
N (1.0345, -3.6668, 0.5160)
H (-0.5872, -2.5883, -2.8989)
H (0.2060, 1.7884, 2.4428)
O (-1.4840, -0.5413, 2.7009)
C (-3.2544, 3.2956, -2.8510)
H (3.9450, -3.1941, 2.1273)
H (0.6270, 6.6838, 2.0947)
H (2.2433, -6.6890, -0.1573)
O (0.1904, 4.7020, 1.7090)
H (4.1564, 2.9737, -0.7220)
H (-4.1339, 3.6695, -2.3267)
H (-0.8511, -2.3342, 3.4025)
H (1.9740, -5.4587, -1.2787)
H (-2.1438, 5.3604, -0.7440)
H (1.8693, 1.8126, -3.0569)
H (-3.1049, -1.4640, -2.3713)
C (-1.2281, 2.9653, 2.7481)
H (-5.0779, -1.2352, -4.0094)
H (5.1961, 2.8287, 1.5088)
C (-1.9953, 3.4012, -1.9186)
N (-0.6652, 1.9127, 1.9472)
H (0.1213, 6.6414, -0.3534)
H (-2.8165, 3.2590, -0.1940)
H (2.2050, -5.1569, 2.4792)
H (-3.1217, 0.1297, -3.2348)
H (-2.7317, -0.5488, 5.1218)
C (3.5313, -1.0704, 1.6900)
H (1.8225, 5.5649, 2.8432)
H (1.3550, 3.4445, -2.7440)
H (3.1994, 4.4773, -0.7878)
C (0.9635, -5.0948, 0.6920)
C (1.0053, 0.3321, -5.8741)
H (3.2201, 0.8824, 1.1561)
H (3.5823, 0.6115, 2.9577)
C (0.6690, -4.7834, 4.3420)
C (-1.7794, 2.2789, 4.0981)
H (-0.9884, -0.7947, 5.5814)
O (0.5018, 0.0505, 0.2350)
H (-2.1579, -2.1114, 5.5268)
H (-0.3506, 7.2419, -1.8026)
H (1.2088, -6.5805, 2.1730)
C (0.1700, 6.3694, -1.4078)
H (-3.5785, 2.3781, -3.3421)
H (-0.6820, 4.9087, 3.4973)
C (2.1027, 2.7005, -2.4693)
H (0.0405, -5.4269, 0.2166)
H (-1.7539, -3.1648, -0.4533)
H (-5.4678, -3.1789, 0.1503)
C (3.7742, 0.3375, 1.9203)
O (-0.5901, -2.0813, -1.2021)
H (-4.3106, -2.8808, -1.1586)
N (0.8018, 2.9114, -0.4876)
H (-2.7758, 1.9636, -0.9459)
H (-1.5251, -0.8023, 1.7780)
H (-2.2141, 3.1147, 4.6465)
H (-3.2426, -2.1931, 0.8182)
O (-1.5738, -0.0184, 0.2076)
H (-2.9183, -5.4109, -4.6041)
H (-5.7308, -1.1421, -2.4381)
C (-5.0222, -0.6409, -3.0974)
O (3.1968, 3.4484, 1.0508)
Fe (-0.5819, 1.5370, -0.0346)
C (1.2203, -5.4908, 2.1523)
O (-0.3269, 5.1199, -1.7858)
H (3.0657, -5.1838, 0.0933)
H (1.6138, -0.7509, 1.4660)
H (-0.5235, 0.8117, -3.2039)
C (-2.2151, -4.5783, -4.6252)
C (-0.2227, 4.1104, 2.9143)
C (-1.8506, -1.1853, 5.0408)
C (-1.6810, -1.6552, 3.5983)
H (-2.1495, 3.3435, 2.3054)
H (1.1995, 6.5263, -1.7296)
H (-3.5410, -3.7417, 1.6640)
O (-0.3715, 1.1533, -4.0881)
H (4.4901, 3.6610, 2.5851)
C (-4.5097, -3.4825, -0.2718)
H (0.7048, -0.5600, -3.8573)
C (6.1355, -2.5899, 1.0964)
C (4.5477, 3.7048, 1.4975)
C (2.1418, 2.4629, -0.9770)
H (-0.0999, -4.3332, 4.9699)
H (4.8294, 0.6096, 1.8918)
H (0.6239, 3.7232, 3.4813)
N (-2.1266, 2.6777, -0.6480)
H (3.5324, -1.3387, 0.6335)
H (-2.5069, -3.6163, -2.7237)
O (-0.7948, -2.9948, -3.7434)
C (0.1473, -0.0550, -4.6462)
H (5.1136, 4.5875, 1.1996)
H (1.0042, 3.3903, 0.3783)
H (-1.3753, -4.9562, -5.2083)
O (0.2399, -4.8687, 2.9935)
C (2.1080, -5.6086, -0.2074)
C (-1.6849, -3.9949, -3.3313)
H (-2.6227, -3.7640, -5.2242)
H (0.8866, -5.6900, 4.9067)
H (5.8936, -3.5926, 0.7441)
H (7.2186, -2.4992, 1.0138)
H (-0.6441, -0.6540, -5.0967)
H (2.0561, -2.2881, 1.8562)
C (-3.3209, -3.2743, 0.7042)
H (4.0970, -2.3467, 3.5428)
H (-1.0888, 1.1306, 2.4256)
H (0.3995, 0.9931, -6.4938)
H (3.0571, 3.1193, -2.7884)
O (-2.1019, -3.7895, 0.1871)
C (4.3044, -2.2272, 2.4794)
H (-5.4099, 0.3335, -3.3947)
H (-2.7179, 1.7294, 4.0249)
H (-2.0037, 5.5979, -2.5380)
H (0.5833, 3.7316, -1.0350)
H (-1.0381, 1.7118, 4.6611)
H (1.3977, -3.9947, 4.5292)
H (5.6619, -1.8514, 0.4495)
H (-1.1906, 3.0446, -2.5614)
H (2.2501, 1.4020, -0.7510)
P (-0.4837, -0.6570, -0.6775)
C (1.1379, 5.7247, 2.0102)
C (-1.7067, 5.0011, -1.6756)
H (-2.9949, 4.0682, -3.5747)
O (-0.5954, 0.5760, -1.6498)
H (1.8968, 0.8199, -5.4797)
C (-3.6216, -0.5146, -2.5115)
H (1.3104, -0.4873, -6.5250)
O (5.7599, -2.2347, 2.3718)
N (2.1876, -1.3119, 2.0794)
C (3.2356, 3.4595, -0.3993)
H (1.6659, 5.8998, 1.0729)
H (0.5471, -3.2976, -0.2879)

Löwdin atomic charge list, values in e, 99 entries: H 0.11; O -0.11; H 0.05; H 0.07; H 0.10; H 0.00; N 0.04; H 0.01; H 0.12; O -0.14; C -0.02; H 0.10; H 0.09; H 0.07; O -0.20; H 0.12; H 0.08; H 0.11; H 0.07; H 0.13; H 0.07; H 0.09; C -0.34; H 0.07; H 0.07; C -0.31; N 0.01; H 0.07; H 0.12; H 0.12; H 0.10; H 0.07; C -0.46; H 0.10; H 0.08; H 0.13; C -0.41; C -0.08; H 0.07; H 0.10; C -0.13; C -0.02; H 0.07; O -0.35; H 0.07; H 0.09; H 0.13; C -0.10; H 0.07; H 0.13; C -0.03; H 0.13; H 0.00; H 0.07; C -0.07; O -0.29; H 0.04; N 0.02; H 0.06; H 0.02; H 0.07; H 0.09; O -0.41; H 0.07; H 0.07; C -0.09; O -0.21; Fe 0.93; C -0.17; O -0.23; H 0.06; H 0.02; H -0.03; C -0.09; C -0.20; C -0.08; C -0.24; H 0.13; H 0.10; H 0.11; O -0.13; H 0.09; C -0.07; H 0.11; C -0.16; C -0.11; C -0.31; H 0.07; H 0.08; H 0.14; N 0.02; H 0.13; H 0.08; O -0.08; C -0.31; H 0.09; H 0.06; H 0.07; O -0.18

No. 5
DFT (ωB97M-V with the def2-TZVPD basis set) results for a 2-piece molecular cluster, C7H5N2O overall at a distorted geometry.

Calculated values
net charge = +1
HOMO level = -14.8 eV

Cartesian coordinates (Å):
H (-0.8849, -1.5378, -2.0895)
C (-2.3710, -2.0052, 0.0773)
C (-0.5676, -1.0636, -1.1037)
C (-1.2861, -1.1996, 0.1098)
N (-2.8348, 3.2493, -0.2600)
H (1.4191, 1.4591, -0.0109)
C (-0.8428, -0.5025, 1.3155)
N (-2.2937, 2.3621, -0.6403)
C (0.1153, 0.4958, 1.1698)
C (0.5849, -0.2675, -1.1296)
H (1.0193, -0.1690, -2.1964)
H (-1.3540, -0.8354, 2.2729)
H (0.3808, 1.1169, 1.9591)
C (0.8031, 0.6252, -0.0428)
O (-3.2273, -2.7354, 0.1044)

Just the natural (NBO) charges please, in e? Sure, here they are: H 0.27; C 0.93; C -0.07; C -0.37; N 0.05; H 0.24; C -0.05; N -0.05; C -0.22; C -0.21; H 0.27; H 0.26; H 0.25; C -0.05; O -0.25

| no. | total energy (eV) |
| --- | --- |
| 1 | -67915.5184 |
| 2 | -7013.2295 |
| 3 | -112726.7496 |
| 4 | -112275.5591 |
| 5 | -12359.8880 |